[1]
C26H47IrO2Si2 | ωB97M-V/def2-TZVPD

Values from the calculation:
Kohn-Sham gap (alpha / beta) = 6.44 / 5.17 eV
⟨S²⟩ = 8.778

ORCA input file:
```
! RIJCOSX wB97M-V def2-TZVPD def2/J DEFGRID3
* xyz 1 6
O -0.422 -0.166 -4.845
C -0.391 0.991 -5.724
C -0.131 0.137 -6.954
H 0.449 1.656 -5.481
H -1.345 1.530 -5.721
C -0.096 -1.041 -5.963
H 0.839 0.343 -7.418
H -0.962 0.116 -7.666
C 1.262 -1.684 -5.878
H 2.032 -0.950 -5.601
H 1.504 -2.120 -6.864
H 1.247 -2.484 -5.133
C -1.172 -2.090 -6.154
H -2.167 -1.641 -6.228
H -1.137 -2.772 -5.303
H -0.963 -2.660 -7.068
Ir -0.671 -0.573 1.540
C -2.507 -1.305 2.527
C -2.546 0.134 2.543
C -2.536 0.594 1.184
H -2.544 0.758 3.428
C -2.545 -0.562 0.325
C -2.515 -1.733 1.155
H -2.489 -2.760 0.813
H -2.467 -1.954 3.396
H -2.534 1.624 0.842
H -2.582 -0.537 -0.758
C 0.601 -2.021 2.119
C 0.082 -3.329 1.714
C 0.370 -3.533 0.359
H -0.361 -4.037 2.415
C 1.002 -2.387 -0.172
C 1.113 -1.368 0.849
H 1.859 -0.577 0.835
H 1.069 -1.852 3.086
H 0.185 -4.457 -0.193
H 1.460 -2.290 -1.150
O 1.110 -1.134 -3.102
C -0.263 -1.111 -2.665
C -0.709 0.306 -2.323
H -0.336 -1.729 -1.765
H -0.901 -1.587 -3.415
C 0.482 1.204 -2.681
H -0.877 0.365 -1.241
H -1.637 0.574 -2.840
C 1.611 0.211 -2.986
H 0.778 1.849 -1.849
H 0.264 1.835 -3.543
H 2.311 0.235 -2.134
H 2.169 0.458 -3.900
C 1.789 3.534 3.082
Si 0.280 2.560 2.491
C -1.247 3.290 3.284
C 0.158 2.770 0.633
C 0.489 0.668 2.781
Si 0.691 0.228 4.659
C -0.632 -0.895 5.359
C 2.323 -0.717 4.809
C 0.801 1.689 5.849
H 1.993 4.312 2.330
H 2.695 2.920 3.179
H 1.607 4.038 4.040
H -1.221 4.380 3.124
H -2.165 2.905 2.821
H -1.303 3.116 4.365
H 0.377 1.824 0.127
H -0.843 3.104 0.336
H 0.891 3.514 0.295
H 1.540 0.473 2.457
H -0.666 -1.873 4.860
H -0.399 -1.066 6.424
H -1.627 -0.434 5.301
H 3.046 -0.463 4.021
H 2.779 -0.448 5.776
H 2.175 -1.806 4.802
H 1.604 2.397 5.615
H -0.141 2.243 5.930
H 1.017 1.260 6.839
*
```

[2]
C26H48Cl2N2O3PPd | ωB97M-V/def2-TZVPD

Values from the calculation:
Kohn-Sham gap (alpha / beta) = 3.78 / 6.08 eV
⟨S²⟩ = 2.008

ORCA input file:
```
! RIJCOSX wB97M-V def2-TZVPD def2/J DEFGRID3
* xyz -1 3
O -4.850 -0.743 -2.508
C -5.161 -1.157 -3.607
C -5.649 -2.513 -3.896
C -5.791 -3.457 -2.877
H -5.535 -3.171 -1.867
C -6.251 -4.726 -3.172
H -6.362 -5.459 -2.384
C -6.573 -5.064 -4.483
H -6.933 -6.059 -4.710
C -6.435 -4.130 -5.501
H -6.686 -4.396 -6.519
C -5.973 -2.858 -5.208
H -5.862 -2.122 -5.995
H -5.089 -0.498 -4.498
C 1.057 -1.377 -2.466
C 1.435 -0.439 -1.368
H 1.906 -1.688 -3.079
H 0.321 -0.907 -3.117
H 0.579 -2.268 -2.065
C 2.631 0.146 -1.237
C 3.831 0.013 -2.125
H 2.776 0.838 -0.410
H 3.700 -0.730 -2.908
H 4.721 -0.262 -1.551
H 4.064 0.963 -2.614
Pd 0.000 0.000 0.000
Cl -0.244 -2.194 0.761
Cl -1.748 -0.040 -1.505
H -4.658 -1.089 1.716
H -3.828 -2.098 3.907
C -3.621 -1.022 1.389
C -2.821 -2.019 3.498
N -2.750 -0.933 2.546
H -3.473 -0.153 0.762
C -1.721 -0.081 2.560
O -1.482 0.777 1.702
H -2.125 -1.843 4.314
H -1.081 -0.192 3.446
H -3.362 -1.901 0.801
H -2.557 -2.959 3.014
H 0.751 5.497 -0.088
H -1.874 5.694 -0.164
C 0.633 4.726 -0.850
C -1.837 4.896 -0.906
N -0.657 4.079 -0.720
H 1.410 3.981 -0.734
C -0.760 2.773 -0.463
O 0.223 2.033 -0.293
H -2.728 4.284 -0.804
H -1.775 2.381 -0.421
H 0.721 5.191 -1.831
H -1.837 5.347 -1.898
C 3.948 -1.616 0.904
C 3.437 -0.927 2.158
C 4.683 -0.487 2.949
P 2.066 0.337 1.779
C 1.283 0.139 3.469
C 2.091 -0.209 4.748
C 0.535 1.464 3.844
C 2.850 2.138 1.735
C 3.694 2.511 2.984
C 3.737 2.653 0.561
H 4.581 -0.912 0.360
H 3.110 -2.005 0.290
H 4.589 -2.485 1.169
H 2.932 -1.766 2.677
H 5.315 0.177 2.326
H 4.481 -0.003 3.913
H 5.307 -1.377 3.179
H 0.736 -0.806 3.326
H 2.766 0.591 5.093
H 1.375 -0.366 5.585
H 2.644 -1.164 4.691
H -0.044 1.900 3.020
H -0.121 1.315 4.729
H 1.205 2.284 4.132
H 1.969 2.812 1.775
H 4.708 2.089 2.967
H 3.853 3.612 3.009
H 3.246 2.279 3.946
H 3.203 2.784 -0.397
H 4.102 3.684 0.761
H 4.627 1.999 0.429
*
```

[3]
C26H48Cl2P2V | ωB97M-V/def2-TZVPD

Values from the calculation:
Kohn-Sham gap (alpha / beta) = 6.68 / 7.50 eV
⟨S²⟩ = 2.032

ORCA input file:
```
! RIJCOSX wB97M-V def2-TZVPD def2/J DEFGRID3
* xyz -1 3
V 0.007 -0.322 -0.685
Cl 0.012 0.291 -2.896
P -2.331 -0.848 -0.911
C -2.757 -1.803 -2.458
C -3.233 -1.748 0.442
C -3.209 0.783 -1.130
C -1.690 -2.854 -2.783
H -2.719 -1.010 -3.227
C -4.145 -2.459 -2.469
H -4.158 -3.375 -1.867
H -4.361 -2.746 -3.507
H -4.955 -1.804 -2.135
H -0.770 -2.395 -3.153
H -2.081 -3.521 -3.562
H -1.438 -3.468 -1.908
H -2.681 1.199 -2.011
C -3.007 1.757 0.044
C -4.699 0.628 -1.486
H -4.834 0.175 -2.471
H -5.167 1.620 -1.510
H -5.237 0.030 -0.734
H -2.268 1.418 0.779
H -3.954 1.976 0.558
H -2.619 2.711 -0.345
C -2.686 -3.169 0.591
H -4.277 -1.789 0.095
C -3.190 -0.995 1.772
H -2.846 -3.798 -0.290
H -3.178 -3.646 1.448
H -1.609 -3.132 0.808
H -2.162 -0.737 2.061
H -3.599 -1.649 2.555
H -3.798 -0.085 1.758
Cl 0.267 -1.826 1.180
H 0.198 -1.670 -1.193
P 2.572 -0.050 -0.784
C 3.048 1.540 -1.646
C 3.688 -0.098 0.699
C 3.195 -1.372 -1.924
C 2.021 2.641 -1.359
H 2.963 1.249 -2.708
C 4.471 2.048 -1.388
H 4.576 2.473 -0.382
H 4.670 2.855 -2.106
H 5.241 1.282 -1.530
H 1.077 2.432 -1.870
H 2.413 3.598 -1.731
H 1.801 2.737 -0.288
H 2.620 -1.146 -2.841
C 2.799 -2.770 -1.426
C 4.695 -1.256 -2.217
H 4.933 -0.363 -2.804
H 5.001 -2.132 -2.805
H 5.293 -1.250 -1.294
H 2.002 -2.742 -0.671
H 3.659 -3.304 -1.005
H 2.419 -3.358 -2.273
C 3.267 0.992 1.690
H 4.690 0.148 0.309
C 3.758 -1.474 1.362
H 3.564 1.992 1.353
H 3.757 0.810 2.656
H 2.180 1.002 1.838
H 2.754 -1.847 1.599
H 4.309 -1.375 2.306
H 4.273 -2.216 0.742
C 0.125 1.097 0.614
C -0.045 1.822 1.632
C -0.329 2.483 2.827
C -1.223 3.584 2.876
C -1.647 4.081 4.103
C -1.158 3.530 5.296
C -0.198 2.510 5.255
C 0.220 1.990 4.039
H -1.573 4.020 1.937
H -2.364 4.903 4.132
H -1.513 3.903 6.257
H 0.217 2.113 6.179
H 0.951 1.180 3.988
*
```

The calculation returns the following energy above the lowest of the compared OMol25 structures with the same formula, charge and spin values, one per record and in order: 28.3 134.6 0.0 kJ/mol.